{"formula": "C4H11N3O2", "method": "wB97M-V/def2-TZVPD", "elements": ["C", "C", "N", "N", "N", "H", "H", "H", "H", "H", "H", "H", "H", "C", "C", "O", "O", "H", "H", "H"], "xyz": [[-1.93730, 2.83051, -0.94867], [-1.11339, 0.70664, -0.22147], [-0.39609, 0.45352, -1.20945], [-2.14820, 1.67746, -0.11476], [-1.13393, -0.29851, 0.79138], [-0.25547, 0.91443, -2.08581], [1.53440, -0.46606, 1.14567], [-2.60896, 1.70821, 0.77625], [-0.66285, -1.10869, 0.42528], [-1.98596, -0.30786, 1.32932], [-2.26108, 2.75295, -2.01471], [-0.91351, 3.23822, -0.90308], [-2.56848, 3.67592, -0.57165], [2.50734, -2.28434, -0.15237], [2.21338, -2.22446, 1.32157], [1.88451, -1.01451, 1.87379], [2.20325, -3.14300, 2.09692], [1.69622, -2.89302, -0.61141], [3.45440, -2.83496, -0.17680], [2.49171, -1.38244, -0.75001]], "atomic_forces_ev_per_a": [[-1.2, 2.3, 0.1], [-2.9, -1.1, 0.6], [2.1, -0.9, -0.6], [2.1, -1.4, -0.6], [0.3, 2.4, -0.6], [-0.6, 0.9, 0.3], [0.3, 0.2, 0.5], [0.0, 0.6, 0.0], [-0.6, -0.4, 0.4], [0.3, -0.8, 0.0], [0.4, -0.6, 0.8], [-0.2, -0.5, -0.1], [0.4, -0.7, -0.1], [-0.6, -1.3, -0.1], [-0.9, 0.7, 1.8], [-0.2, 0.3, -1.4], [0.6, -0.4, -1.0], [0.7, 0.0, 0.3], [-0.2, 0.2, -0.6], [0.4, 0.5, 0.4]], "lowdin_charge": [-0.1411, -0.5555, 0.1155, -0.0256, 0.1020, 0.0405, 0.0816, 0.1125, 0.0754, 0.0817, 0.0868, 0.0828, 0.0877, 0.0016, -0.5728, 0.0642, 0.0938, 0.1022, 0.0946, 0.0720], "spin_multiplicity": 1, "smiles": "[H]/N=C(/N)NC.CC(=O)O", "e_homo_ev": -9.40, "e_tot_ev": -12891.344, "homo_lumo_gap_ev": 10.05}